Computed, not measured: an isolated molecule of C5H7NO at a distorted geometry, with wB97M-V/def2-TZVPD.

Frontier orbital gap   0.3946 hartree
SMILES string   [H]/N=C1\OC[C@H]2C[C@@H]12
Energy above the lowest of the compared OMol25 structures with the same formula, charge and spin   132.5 kJ/mol

Cartesian coordinates (Å):
N 1.70646 -1.78761 0.59776
C 1.03859 -0.77710 0.22941
O 1.42699 0.37030 -0.41897
C 0.37009 1.41925 -0.29857
C -0.85005 0.72362 0.26613
C -1.34513 -0.38474 -0.59766
C -0.40314 -0.68299 0.53189
H 2.69788 -1.78741 0.37974
H 0.28651 1.76322 -1.32755
H 0.61533 2.29712 0.32967
H -1.48850 1.20589 1.00248
H -0.95916 -0.39411 -1.61473
H -2.36428 -0.73027 -0.47732
H -0.73159 -1.23517 1.39772

Forces on atoms 1 to 2 (eV/Å):
N 0.0 0.4 -0.5
C -0.2 -0.1 0.3

---

Computed, not measured: an isolated molecule of C4H8O2, with wB97M-V/def2-TZVPD.

Frontier orbital gap   0.3466 hartree
SMILES string   O/C=C\CCO
Energy above the lowest of the compared OMol25 structures with the same formula, charge and spin   146.3 kJ/mol

Cartesian coordinates (Å):
O 1.50580 0.90595 0.30516
C 1.34529 -0.35068 -0.35237
C 0.09225 -1.11531 0.07379
C -1.19415 -0.34884 0.28109
C -1.54878 0.89472 -0.06326
O -0.81791 1.86708 -0.64863
H 0.12821 1.68718 -0.46974
H 2.22683 -0.97792 -0.16451
H 1.33010 -0.11484 -1.42041
H 0.31709 -1.65771 1.00269
H -0.07587 -1.89860 -0.67973
H -1.97363 -0.92488 0.77504
H 1.22942 0.80174 1.22638
H -2.56464 1.23210 0.13451

Forces on atoms 1 to 2 (eV/Å):
O 0.0 0.0 0.3
C 0.0 -0.2 -0.2

---

Computed, not measured: a structure of composition C30H74BeN4O10 at a distorted geometry, with wB97M-V/def2-TZVPD.

Frontier orbital gap   0.2720 hartree

Cartesian coordinates (Å):
Be -0.18710 0.07742 0.15909
C 3.85787 2.42798 2.14780
C 3.01446 1.16775 1.91819
C 2.25736 0.80164 3.24049
O 2.05401 1.15916 0.93187
H 4.68585 2.49491 1.44205
H 4.24409 2.44530 3.16694
H 3.24436 3.31111 1.96949
H 3.66958 0.30374 1.80679
H 2.91292 0.53272 4.06876
H 1.50902 0.02222 3.09694
H 1.80569 1.69153 3.67886
C -4.12360 -1.76203 0.58260
C -3.21840 -2.00694 -0.62283
C -4.07817 -2.39763 -1.81980
O -2.26927 -1.03602 -0.72446
H -3.60000 -1.78075 1.53843
H -4.89044 -2.53599 0.61506
H -4.62865 -0.79681 0.61954
H -2.83123 -2.97867 -0.31630
H -3.65063 -2.13094 -2.78633
H -5.07369 -1.95404 -1.80411
H -4.16354 -3.48193 -1.89139
C 2.14442 0.46825 -2.34162
O 1.33058 -0.47465 -1.68717
C 1.78277 -1.82379 -1.88112
C 0.83603 -2.72454 -0.95229
N 0.76949 -2.27042 0.48709
C 2.02071 -2.47251 1.24333
C 2.37947 -3.91535 1.51410
O 1.12952 -4.63140 1.55225
C 1.30494 -6.00101 1.20476
H 1.66993 1.44035 -2.47568
H 2.40332 0.18663 -3.36229
H 3.17197 0.52420 -1.98228
H 2.81602 -2.00948 -1.58780
H 1.64980 -2.11740 -2.92238
H 1.00763 -3.79418 -1.07278
H -0.12991 -2.44511 -1.37299
H 0.15576 -2.89875 0.98572
H 2.03673 -1.87192 2.15281
H 2.82326 -1.96597 0.70720
H 2.90017 -3.97680 2.46971
H 3.10460 -4.23175 0.76432
H 1.68181 -6.21172 0.20392
H 0.55132 -6.77846 1.33019
H 1.93903 -6.30794 2.03653
C 0.25530 -3.94152 -9.88046
O -0.12199 -4.67596 -8.68957
C 0.36505 -4.02785 -7.48268
C -0.15945 -4.68987 -6.20180
N -1.40768 -4.12916 -5.79137
C -1.21029 -3.20421 -4.64036
C -0.46557 -1.82858 -4.92720
O -0.92694 -1.21062 -6.07419
C -2.26667 -0.72259 -5.99575
H -0.05695 -4.39390 -10.82171
H 1.29981 -3.63249 -9.92055
H -0.22669 -2.96501 -9.83345
H 0.21092 -2.96698 -7.67990
H 1.44432 -4.17544 -7.44411
H 0.53025 -4.43324 -5.39772
H -0.30458 -5.76212 -6.33340
H -1.70651 -3.57666 -6.58229
H -0.72617 -3.63565 -3.76424
H -2.13020 -3.05562 -4.07486
H 0.55538 -2.19764 -5.02502
H -0.47185 -1.09719 -4.11905
H -2.42214 -0.08155 -5.12798
H -3.08122 -1.40015 -5.73977
H -2.61946 -0.33788 -6.95264
C -0.78021 -1.69358 3.45788
O -1.14109 -0.74743 2.46992
C -1.88985 0.26797 3.06311
C -2.61575 1.34392 2.14146
N -1.68406 1.79714 1.12012
C -2.46552 2.44309 0.07055
C -1.51597 2.93625 -0.96866
O -0.95008 1.86817 -1.61073
C -1.73177 1.41990 -2.80301
H -0.52198 -2.69009 3.09961
H -1.64503 -1.94886 4.07026
H 0.06866 -1.55879 4.12821
H -1.25026 0.89260 3.68670
H -2.61371 -0.11477 3.78258
H -3.05079 2.11144 2.78158
H -3.50916 1.02681 1.60354
H -1.27515 2.61667 1.54589
H -2.86783 3.28707 0.63086
H -3.27355 1.82300 -0.31763
H -0.75194 3.54222 -0.48168
H -2.09531 3.49269 -1.70543
H -2.81108 1.34549 -2.67008
H -1.32898 0.43918 -3.05605
H -1.78978 2.21095 -3.55066
C 4.59700 6.15774 7.51498
O 3.59667 5.35479 6.83563
C 3.35390 5.53481 5.45016
C 2.21237 4.55461 4.97292
N 1.57926 5.25664 3.87523
C 0.38212 4.63897 3.30555
C -0.81329 4.63849 4.26469
O -2.03641 4.07412 3.70499
C -3.05907 3.93183 4.70137
H 5.56666 5.90754 7.08455
H 4.67800 5.80068 8.54165
H 4.46915 7.23707 7.43254
H 4.31878 5.36378 4.97283
H 2.92172 6.53278 5.37688
H 1.53912 4.38909 5.81400
H 2.62079 3.54619 4.90680
H 2.18997 5.61891 3.15697
H 0.55542 3.65161 2.87754
H 0.15470 5.19581 2.39653
H -0.94355 5.59030 4.77965
H -0.55467 4.17465 5.21656
H -3.98038 3.59965 4.22288
H -3.34084 4.88171 5.15572
H -2.89375 3.12906 5.41994

Forces on atoms 1 to 2 (eV/Å):
Be -0.2 -0.6 0.5
C -0.3 0.0 -0.7

---

Computed, not measured: a cluster of 7 separate species, C23H46BCl2N2O7 in total, with wB97M-V/def2-TZVPD.

Frontier orbital gap   0.1994 hartree
Charge   -1

Cartesian coordinates (Å):
C -2.30382 -1.15737 -0.71054
C -0.81958 -1.40170 -0.60520
Cl 0.17843 -0.01478 -1.00009
C -0.16135 -2.51101 -0.21889
Cl -1.29429 -3.88821 0.18610
N 1.12683 -2.79715 -0.12138
B 1.86985 -2.37495 0.96439
O 3.28180 -2.62688 1.00118
N 1.31434 -1.64642 2.14865
C 1.19482 -2.47383 3.33394
C 2.02244 -0.41504 2.43680
H -2.71071 -0.93797 0.28019
H -2.82099 -2.02945 -1.11098
H -2.48322 -0.27540 -1.32674
H 3.66372 -2.31754 0.17448
H 2.14387 -2.56764 3.88894
H 0.42037 -2.07998 4.00746
H 0.86772 -3.47830 3.04665
H 2.14099 0.18139 1.53009
H 1.44612 0.18838 3.15349
H 3.02323 -0.58506 2.86927
C 1.67699 1.03776 -6.22362
C 0.73008 -0.01447 -5.69477
O -0.36390 -0.19675 -6.17857
C 1.25377 -0.81143 -4.52735
H 1.22207 1.55893 -7.06446
H 1.91274 1.75108 -5.43646
H 2.60801 0.57262 -6.54337
H 1.48139 -0.14605 -3.69382
H 2.17156 -1.32399 -4.82338
H 0.52027 -1.54179 -4.19531
C -6.61790 0.69459 1.61907
C -5.32350 0.28972 2.29173
O -4.47520 -0.32945 1.69983
C -5.15914 0.72358 3.72588
H -6.62083 0.33712 0.59186
H -7.46927 0.27000 2.15474
H -6.71126 1.78184 1.63138
H -5.96064 0.30946 4.34164
H -5.19974 1.81140 3.76306
H -4.19807 0.38012 4.10189
C -3.24867 -6.18554 1.88323
C -3.67166 -7.62159 2.02504
O -4.08102 -8.08554 3.06563
C -3.55618 -8.47376 0.78045
H -3.36868 -5.66608 2.83057
H -2.20426 -6.12913 1.57466
H -3.84901 -5.68771 1.12045
H -2.52106 -8.49068 0.43630
H -4.16914 -8.05246 -0.01783
H -3.88596 -9.48740 0.99757
C -3.86359 4.48055 0.49040
C -4.60618 4.56958 1.79980
O -4.78093 3.59376 2.49058
C -5.11784 5.93138 2.20735
H -3.54843 3.45460 0.31622
H -4.50707 4.80790 -0.32831
H -2.98603 5.12882 0.51322
H -5.80765 6.31201 1.45231
H -4.28605 6.63237 2.29246
H -5.63024 5.85932 3.16361
C 4.12254 3.72467 1.74950
C 4.88438 2.41835 1.80912
O 4.40495 1.39053 1.40745
C 6.27443 2.47041 2.40628
H 3.14511 3.55017 1.30652
H 3.99826 4.13336 2.75394
H 4.67084 4.45386 1.14957
H 6.22855 2.83389 3.43438
H 6.90583 3.15103 1.83170
H 6.70900 1.47396 2.39453
C 6.56633 3.11724 -5.24865
C 5.52192 2.11409 -4.81483
O 4.45848 2.02185 -5.37906
C 5.87164 1.23397 -3.63953
H 6.19562 3.68630 -6.09770
H 6.79527 3.79762 -4.42679
H 7.48624 2.60188 -5.52977
H 6.07554 1.84617 -2.75942
H 6.76633 0.64952 -3.86156
H 5.04452 0.56221 -3.42454

Forces on atoms 1 to 2 (eV/Å):
C 0.5 0.1 0.5
C -0.3 -0.4 -0.2

---

Computed, not measured: a cluster of 8 separate species, C5H25NO9 in total at a distorted geometry, with wB97M-V/def2-TZVPD.

Frontier orbital gap   0.3396 hartree
SMILES string   C[C@H](C(=O)O)N(C)C.O.O.O.O.O.O.O
Energy above the lowest of the compared OMol25 structures with the same formula, charge and spin   224.3 kJ/mol

Cartesian coordinates (Å):
C -2.69963 -0.09234 0.79031
N -1.97734 0.70218 1.75967
C -2.88063 1.56758 2.58408
C -1.20640 2.00990 -0.33473
C -0.91128 1.53867 1.12699
C 0.28773 0.64079 1.41669
O 0.92153 0.96771 2.53366
O 0.73213 -0.17640 0.64347
H -3.56193 0.38661 0.32304
H -2.18119 -0.48181 -0.09218
H -2.96375 -1.07760 1.24111
H -3.07643 2.56197 2.21040
H -3.94745 1.14601 2.59086
H -2.64139 1.62360 3.63605
H -0.95544 3.07710 -0.47074
H -2.24482 1.82761 -0.55870
H -0.52388 1.44001 -0.88514
H -0.73497 2.40449 1.74980
H 1.57867 0.24495 2.83693
H 1.67424 0.78484 -3.13241
H 3.19632 0.38512 -2.89653
O 2.57738 1.07717 -3.12134
H 1.11165 -1.77233 -3.25564
H -0.14786 -1.65190 -3.97572
O 0.75422 -1.35228 -4.04271
H 0.04581 -0.93379 -0.60452
H -0.76438 -1.08907 -2.01053
O -0.33547 -1.55164 -1.30243
H 0.00414 -2.69131 0.27233
H 0.95745 -3.65707 0.83011
O 0.14598 -3.16638 1.09271
H 2.28399 3.01769 -2.01614
H 1.15535 2.33447 -1.70314
O 1.41531 3.27207 -1.62611
H 2.39896 -2.72378 -1.62710
H 3.44638 -2.96714 -0.41782
O 3.31254 -2.82420 -1.35159
H 2.03818 -1.80571 3.30548
H 1.46648 -1.65924 1.99580
O 2.24979 -1.33654 2.48571

Forces on atoms 1 to 2 (eV/Å):
C -0.6 -2.0 -0.2
N -0.4 1.8 0.1

---

Computed, not measured: an isolated molecule of C2H3ClN2O6S at a distorted geometry, with wB97M-V/def2-TZVPD.

Frontier orbital gap   0.3727 hartree
SMILES string   CS(=O)(=O)C(Cl)([N+](=O)[O-])[N+](=O)[O-]
Energy above the lowest of the compared OMol25 structures with the same formula, charge and spin   55.3 kJ/mol

Cartesian coordinates (Å):
C -0.68236 0.98768 1.78140
C 0.60261 -0.31932 -0.51507
N 0.44323 -1.76146 -0.11949
N 0.63711 -0.24567 -2.05857
O -0.00520 -1.97500 0.93594
O 0.97914 -2.56084 -0.88744
O 1.57876 0.33066 -2.47946
O -0.31311 -0.60790 -2.62408
O -1.98508 -0.05171 -0.28625
O -0.62268 2.03813 -0.53285
S -0.88555 0.77262 0.07715
Cl 2.21131 0.39731 0.15940
H 0.31725 1.35088 2.12732
H -1.42569 1.61383 2.18155
H -0.84975 0.03078 2.24044

Forces on atoms 1 to 2 (eV/Å):
C 1.7 -1.2 1.3
C 1.1 1.5 1.1

---

Q: Among the records above, which one has the lowest frontier orbital gap?
A: C23H46BCl2N2O7

---

Q: Which of these has the lowest frontier orbital gap?
A: C23H46BCl2N2O7